Record 1
{"formula": "C10H10ClHfNO2", "method": "wB97M-V/def2-TZVPD", "elements": ["Cl", "C", "C", "C", "H", "C", "C", "H", "H", "H", "C", "Hf", "C", "C", "O", "O", "H", "H", "H", "C", "C", "N", "H", "H", "H"], "coordinates": [[-0.94407, 3.39903, -2.13700], [-0.84457, 0.47301, 2.02114], [-1.18674, -0.93448, 1.72435], [-2.10106, -0.94544, 0.60384], [-0.91187, -1.77384, 2.34797], [-2.35857, 0.43982, 0.22646], [-1.62788, 1.29631, 1.10681], [-1.71943, 2.37490, 1.12996], [-0.32186, 0.81826, 2.89293], [-2.71923, -1.77978, 0.29435], [-3.31460, 0.88603, -0.82542], [0.02842, 0.00276, 0.01032], [1.67782, -0.33861, 1.59187], [0.89016, 2.00353, -0.80330], [2.70344, -0.70167, 1.91635], [1.79415, 2.68412, -1.08193], [-3.34189, 0.12915, -1.63070], [-2.92675, 1.83685, -1.23945], [-4.35448, 1.05378, -0.46741], [4.04828, -1.97543, -1.31024], [2.69122, -1.48432, -1.25768], [1.58994, -1.10605, -1.13054], [4.60250, -1.53063, -2.16292], [4.03682, -3.07691, -1.44343], [4.61025, -1.75037, -0.37632]], "atomic_forces_ev_per_a": [[0.525, -1.597, 1.027], [-3.023, -0.494, -0.185], [-1.270, 1.461, 0.123], [0.318, 1.426, 1.830], [0.201, -0.127, -0.152], [-0.486, -0.533, 0.860], [0.260, -1.077, 1.189], [0.300, 0.032, -0.218], [0.239, 0.083, 0.146], [0.500, -0.178, -0.435], [0.216, 0.281, -0.848], [0.934, 0.117, -3.623], [3.572, -0.926, 0.131], [2.734, 3.423, -1.235], [-2.489, 0.929, -0.022], [-2.788, -2.473, 1.157], [-0.197, 0.434, 0.269], [-0.406, -0.378, 0.001], [0.752, -0.244, 0.113], [0.678, -0.330, -0.292], [-1.425, 0.427, 0.379], [1.950, -0.643, -0.148], [-0.415, -0.133, 0.361], [-0.122, 0.497, 0.020], [-0.557, 0.023, -0.446]], "total_energy_ha": -1099.783068, "orbital_gap_ev": [4.64, 4.63], "e_homo_ev": [-15.37, -15.36], "lumo_ev": [-10.73, -10.73], "e_above_lowest_kj_mol": 196.8, "charge": 2}

---

Record 2
{"formula": "C15H15N5O3S", "method": "wB97M-V/def2-TZVPD", "elements": ["C", "O", "C", "C", "C", "N", "S", "O", "O", "C", "C", "C", "C", "C", "C", "C", "C", "C", "C", "N", "C", "N", "N", "N", "H", "H", "H", "H", "H", "H", "H", "H", "H", "H", "H", "H", "H", "H", "H"], "coordinates": [[-2.62525, -1.99492, -2.87503], [-2.89789, -1.25807, -1.70488], [-1.92209, -1.12267, -0.76793], [-0.65887, -1.68756, -0.87192], [0.29706, -1.50367, 0.12648], [1.54978, -2.07272, 0.00435], [2.94824, -1.35146, 0.62979], [4.00918, -2.01263, -0.06616], [2.91146, -1.39850, 2.05676], [2.78346, 0.33610, 0.07281], [2.54242, 1.34771, 0.98134], [2.36734, 2.63939, 0.52075], [2.43283, 2.92471, -0.84104], [2.23512, 4.32814, -1.32003], [2.68841, 1.88952, -1.73447], [2.86266, 0.59354, -1.28093], [-0.01500, -0.74468, 1.25183], [-1.26091, -0.16636, 1.35504], [-2.21748, -0.34134, 0.36227], [-3.45415, 0.29468, 0.51730], [-4.68123, 0.04406, -0.00527], [-5.51883, 0.92908, 0.46690], [-4.81403, 1.71726, 1.26928], [-3.60184, 1.36401, 1.31708], [-3.53804, -1.94691, -3.46660], [-1.80234, -1.55277, -3.44399], [-2.39699, -3.03988, -2.64569], [-0.39826, -2.28531, -1.73093], [1.73179, -2.59628, -0.83702], [2.50681, 1.11092, 2.03237], [2.17700, 3.43836, 1.22148], [2.97573, 4.98746, -0.87034], [2.32306, 4.39110, -2.40101], [1.25068, 4.68972, -1.02714], [2.75243, 2.09978, -2.79185], [3.07598, -0.21647, -1.96083], [0.71358, -0.64094, 2.03622], [-1.52196, 0.43646, 2.21015], [-4.91252, -0.75004, -0.67813]], "atomic_forces_ev_per_a": [[0.039, -0.153, -0.253], [0.059, 0.194, 0.418], [-0.001, 0.209, 0.264], [0.088, -0.104, -0.054], [-0.786, 0.501, 0.395], [1.091, -0.100, 0.206], [-0.300, -0.240, -0.531], [-0.063, 0.090, -0.229], [-0.229, 0.287, -0.019], [0.135, -0.548, 0.320], [0.027, 0.040, 0.150], [0.040, -0.080, -0.112], [0.012, -0.080, 0.082], [-0.012, 0.032, 0.014], [-0.010, -0.096, 0.081], [0.048, -0.006, -0.145], [-0.037, -0.132, -0.169], [-0.204, -0.096, -0.264], [0.763, -0.328, -0.011], [-1.524, 0.087, -0.448], [0.388, 0.130, 0.278], [-0.627, -0.576, -0.621], [-0.301, 0.715, 0.520], [1.225, 0.116, 0.314], [0.101, -0.037, 0.004], [-0.022, -0.015, 0.038], [0.004, 0.050, -0.001], [-0.015, -0.041, -0.140], [0.192, -0.014, -0.052], [-0.038, 0.033, 0.146], [-0.023, 0.079, 0.095], [0.033, 0.089, -0.013], [-0.005, 0.055, -0.066], [-0.056, 0.073, -0.024], [0.010, 0.022, -0.097], [0.017, -0.054, -0.165], [-0.028, 0.049, 0.161], [0.000, 0.016, 0.070], [0.010, -0.167, -0.140]], "total_energy_ha": -1478.234324, "orbital_gap_ev": 8.89, "e_homo_ev": -8.66, "lumo_ev": 0.23, "e_above_lowest_kj_mol": 129.7}

---

Record 3
{"formula": "CH7N3O", "method": "wB97M-V/def2-TZVPD", "elements": ["N", "C", "N", "N", "H", "H", "H", "H", "H", "O", "H", "H"], "coordinates": [[-0.42624, 1.09488, 0.55939], [0.29666, 0.47420, -0.28858], [0.99916, -0.65292, 0.07607], [0.38203, 0.79066, -1.64075], [-0.72978, 2.01387, 0.27286], [1.49019, -0.59934, 0.95170], [1.44319, -1.12314, -0.68933], [0.76301, 0.14779, -2.31519], [-0.34244, 1.37766, -2.01421], [-1.20867, -1.34510, 2.05397], [-1.20212, -0.40565, 1.80411], [-1.46499, -1.77292, 1.22997]], "atomic_forces_ev_per_a": [[0.492, 0.130, 0.767], [-0.402, -0.161, -0.676], [-0.202, 0.336, -0.498], [0.050, 0.233, 0.051], [-0.220, -0.052, -0.376], [-0.169, -0.232, 0.059], [0.416, -0.172, 0.208], [0.102, -0.049, 0.248], [-0.088, -0.020, 0.094], [-0.312, 0.036, -0.023], [0.247, 0.035, 0.029], [0.085, -0.084, 0.118]], "total_energy_ha": -281.818799, "orbital_gap_ev": 9.89, "e_homo_ev": -9.26, "lumo_ev": 0.63, "e_above_lowest_kj_mol": 81.5}